Entry 1:
ORCA calculation (ωB97M-V/def2-TZVPD) on a structure of composition C23H16Cl5N5O8W at a distorted geometry.

Last column: Mulliken charge in e.
Geometry (Å):
W  -1.024  1.006  0.094  0.908
N  -2.458  0.446  -1.562  -0.718
C  -3.734  0.045  -0.927  -0.772
C  -3.380  -0.873  0.235  0.765
O  -4.102  -1.800  0.553  -0.703
N  -2.176  -0.560  0.834  0.035
C  -1.760  -1.521  1.834  -0.526
C  -0.560  -2.306  1.433  0.572
O  0.287  -2.783  2.110  -0.543
O  -0.539  -2.509  -0.002  -0.002
H  -2.582  1.155  -2.278  0.289
H  -2.051  -0.369  -2.015  0.246
H  -4.396  -0.492  -1.605  0.436
H  -4.227  0.937  -0.550  0.227
H  -2.593  -2.202  2.041  0.678
H  -1.444  -1.056  2.774  -0.234
O  -2.565  3.879  2.694  -0.775
C  -0.904  3.841  1.005  -1.577
O  -2.777  2.325  0.484  -0.827
C  -0.287  3.918  -0.217  1.960
C  0.271  5.092  -0.826  -1.220
C  1.056  4.951  -1.930  -0.251
C  1.355  3.666  -2.460  -0.762
C  0.737  2.609  -1.865  0.411
N  -0.122  2.744  -0.845  0.149
C  1.009  1.175  -2.125  0.497
O  1.813  0.769  -2.956  -0.959
O  0.319  0.376  -1.355  -0.587
H  -2.787  1.893  2.413  0.647
H  0.094  6.056  -0.373  0.512
H  1.494  5.830  -2.385  0.421
H  2.059  3.514  -3.264  0.518
Cl  -2.017  2.873  1.831  0.917
C  -0.713  1.790  2.564  0.404
C  0.350  1.496  1.735  -0.758
C  1.368  0.756  2.287  0.955
Cl  2.634  0.156  1.256  -0.167
C  1.326  0.380  3.638  -0.144
Cl  2.681  -0.378  4.384  -0.193
C  0.129  0.554  4.363  0.598
Cl  0.023  -0.040  5.974  -0.179
C  -0.990  1.177  3.777  -0.952
Cl  -2.501  1.155  4.599  -0.120
N  3.034  -1.516  -3.563  -0.287
C  3.379  -2.649  -2.946  0.103
O  4.331  -3.354  -3.248  -0.670
C  2.451  -3.183  -1.858  0.255
C  2.735  -4.472  -1.398  -0.121
C  1.938  -5.084  -0.445  -0.959
C  0.844  -4.410  0.034  0.118
N  0.611  -3.165  -0.419  -0.052
C  1.360  -2.520  -1.333  0.131
H  3.703  -1.203  -4.253  0.255
H  2.401  -0.758  -3.223  0.466
H  3.592  -4.968  -1.831  0.543
H  2.149  -6.077  -0.077  0.436
H  0.148  -4.797  0.758  0.491
H  1.008  -1.522  -1.569  0.111

Values from the calculation:
Energy in Ha: -4129.30329
<S²>: 2.44
Gap between HOMO and LUMO (spin up / spin down) in eV: 4.751 / 5.108
HOMO energy (spin up / spin down) in eV: -6.46 / -6.82
Multiplicity: 3
Total charge: 0
ΔE to the lowest compared entry with this formula, charge and spin in kJ/mol: 1838.4
M in g/mol: 851.513

Entry 2:
ORCA calculation (ωB97M-V/def2-TZVPD) on an isolated molecule of C7H12F9OPS at a distorted geometry.

Last column: Mulliken charge in e.
Geometry (Å):
O  5.729  0.637  0.522  -0.514
C  4.820  0.542  -0.601  -0.461
C  3.424  -0.063  -0.128  -0.428
C  2.338  1.037  0.303  -0.640
P  0.641  0.213  0.075  -0.001
C  -0.735  1.374  0.692  -0.749
C  -1.939  1.553  -0.336  -0.847
C  -3.189  0.575  -0.059  0.766
F  -3.517  0.712  1.288  -0.252
F  -4.261  1.202  -0.770  -0.321
C  -3.067  -0.880  -0.652  0.597
F  -2.078  -0.881  -1.660  -0.224
F  -4.261  -1.160  -1.349  -0.268
S  -2.733  -2.309  0.499  1.193
F  -3.685  -3.296  -0.477  -0.319
F  -1.444  -2.787  -0.468  -0.311
F  -1.727  -1.457  1.479  -0.248
F  -4.071  -2.056  1.422  -0.283
F  -2.405  -3.636  1.430  -0.288
H  5.833  -0.282  0.835  0.321
H  4.658  1.522  -1.140  0.302
H  5.270  -0.195  -1.354  0.252
H  2.954  -0.634  -1.006  0.310
H  3.556  -0.761  0.753  0.265
H  2.457  1.325  1.400  0.302
H  2.374  1.980  -0.340  0.381
H  0.377  0.032  -1.329  -0.059
H  -0.242  2.408  0.785  0.423
H  -1.085  1.129  1.752  0.414
H  -2.369  2.598  -0.143  0.375
H  -1.623  1.557  -1.423  0.313

Values from the calculation:
Energy in Ha: -1987.32503
Gap between HOMO and LUMO in eV: 7.540
Structure (SMILES): OCCCPCCC(F)(F)C(F)(F)S(F)(F)(F)(F)F
HOMO energy in eV: -8.39
Total charge: 0
ΔE to the lowest compared entry with this formula, charge and spin in kJ/mol: 182.2
M in g/mol: 346.195

Entry 3:
ORCA calculation (ωB97M-V/def2-TZVPD) on a structure of composition C37H33F6N7O6S3Ta at a distorted geometry.

Last column: Mulliken charge in e.
Geometry (Å):
Ta  -0.832  0.042  0.058  1.305
N  0.106  4.201  -1.310  -0.195
C  -0.476  2.982  -1.303  0.195
S  -1.591  2.600  0.005  -0.536
N  -0.198  2.156  -2.256  -1.105
N  -0.888  0.971  -2.049  1.065
C  -1.568  0.509  -3.026  0.653
C  -1.442  1.014  -4.408  0.017
C  -2.563  1.363  -5.159  -0.270
C  -2.412  1.834  -6.455  -0.940
C  -1.145  1.944  -7.009  -0.504
C  -0.025  1.597  -6.262  -0.764
C  -0.169  1.146  -4.963  -0.299
C  -2.616  -0.448  -2.623  -0.301
C  -3.383  -1.151  -3.524  -0.487
C  -4.469  -1.872  -3.057  -0.870
C  -4.741  -1.873  -1.703  -0.979
C  -3.879  -1.206  -0.855  -0.307
N  -2.833  -0.497  -1.300  0.406
H  -0.196  4.899  -0.656  0.266
H  0.660  4.471  -2.105  0.243
H  -3.554  1.303  -4.721  0.551
H  -3.284  2.116  -7.030  0.431
H  -1.029  2.306  -8.024  0.416
H  0.965  1.683  -6.693  0.436
H  0.702  0.877  -4.375  0.458
H  -3.124  -1.136  -4.574  0.742
H  -5.091  -2.432  -3.747  0.464
H  -5.591  -2.404  -1.293  0.489
H  -4.036  -1.217  0.214  0.396
C  2.088  -4.040  2.557  -1.594
C  1.984  -2.836  1.617  1.268
C  2.392  -1.561  2.290  0.352
C  3.732  -1.353  2.595  -0.219
C  4.140  -0.242  3.317  -1.463
C  3.191  0.652  3.781  -0.444
C  1.840  0.485  3.492  1.354
C  0.855  1.469  4.090  -0.653
C  0.530  1.138  5.552  -1.442
C  1.456  -0.606  2.693  -0.678
N  0.074  -0.630  2.266  0.742
C  -0.857  -0.734  3.137  -1.029
C  -2.171  -0.355  2.756  -0.273
C  -3.332  -0.235  3.466  -0.910
C  -4.258  0.449  2.625  -1.030
C  -3.610  0.717  1.448  -0.625
N  -2.325  0.215  1.499  1.253
H  1.746  -4.948  2.055  0.450
H  1.466  -3.892  3.445  0.339
H  3.117  -4.191  2.885  0.397
H  0.965  -2.743  1.288  -1.397
H  2.608  -3.008  0.740  0.194
H  4.461  -2.087  2.264  0.572
H  5.191  -0.083  3.533  0.414
H  3.497  1.509  4.378  0.532
H  -0.066  1.512  3.508  -0.021
H  1.301  2.458  4.057  0.509
H  0.084  0.144  5.653  0.262
H  -0.170  1.867  5.967  0.454
H  1.437  1.154  6.158  0.381
H  -0.651  -1.015  4.168  0.871
H  -3.496  -0.580  4.481  0.571
H  -5.273  0.736  2.870  0.494
H  -3.965  1.253  0.580  0.595
F  3.052  -2.642  -1.587  -0.177
C  2.056  -2.616  -2.451  0.229
F  2.149  -1.576  -3.249  -0.123
F  1.982  -3.735  -3.131  -0.188
S  0.465  -2.407  -1.558  1.487
O  0.686  -1.276  -0.591  -1.822
O  -0.492  -2.107  -2.576  -0.615
N  0.235  -3.760  -0.803  -0.520
S  -1.065  -3.707  0.120  0.756
O  -0.972  -4.422  1.343  -0.630
O  -1.562  -2.304  0.209  -0.519
C  -2.337  -4.616  -0.842  0.651
F  -3.504  -4.437  -0.237  -0.195
F  -2.390  -4.163  -2.081  -0.192
F  -2.011  -5.894  -0.836  -0.199
O  2.258  0.838  -1.180  -0.531
C  1.923  1.387  -0.178  0.007
O  0.698  1.103  0.439  2.453
C  2.718  2.448  0.472  0.437
C  2.135  3.331  1.369  -0.093
C  2.895  4.350  1.925  -1.209
C  4.237  4.477  1.585  -0.488
C  4.815  3.598  0.675  -0.844
C  4.052  2.587  0.109  -0.256
H  1.084  3.229  1.609  0.582
H  2.442  5.049  2.621  0.439
H  4.835  5.268  2.027  0.433
H  5.858  3.705  0.400  0.445
H  4.478  1.894  -0.609  0.482

Values from the calculation:
Energy in Ha: -4115.18525
Gap between HOMO and LUMO in eV: 6.753
HOMO energy in eV: -11.00
Total charge: +1
ΔE to the lowest compared entry with this formula, charge and spin in kJ/mol: 159.6
M in g/mol: 1062.851

Entry 4:
ORCA calculation (ωB97M-V/def2-TZVPD) on a structure of composition C6H13N2Pt at a distorted geometry.

Last column: Mulliken charge in e.
Geometry (Å):
C  -2.310  -1.407  -2.203  -1.227
Pt  -0.924  -0.776  -0.595  0.422
N  0.310  0.152  -2.061  -0.888
H  -1.874  -1.575  0.401  -0.113
H  -2.422  -0.451  -1.619  0.280
H  -3.225  -1.831  -1.803  0.450
H  -1.625  -2.256  -2.365  0.278
H  -2.434  -0.922  -3.157  0.421
H  1.255  -0.167  -1.840  0.333
H  0.308  1.167  -2.024  0.311
H  0.133  -0.115  -3.039  0.303
C  1.890  1.263  2.672  -0.315
C  0.931  2.011  1.976  -0.560
C  0.108  1.403  1.031  -0.094
N  0.245  0.079  0.724  -0.120
C  1.141  -0.676  1.407  0.031
C  1.981  -0.126  2.378  -0.508
H  2.527  1.706  3.426  0.418
H  0.810  3.072  2.180  0.382
H  -0.672  1.940  0.484  0.425
H  1.159  -1.737  1.138  0.338
H  2.688  -0.753  2.891  0.433

Values from the calculation:
Energy in Ha: -464.68093
<S²>: 6.06
Gap between HOMO and LUMO (spin up / spin down) in eV: 6.488 / 6.034
HOMO energy (spin up / spin down) in eV: -9.44 / -13.51
Multiplicity: 5
Total charge: +1
M in g/mol: 308.262

Entry 5:
ORCA calculation (ωB97M-V/def2-TZVPD) on a structure of composition C17H21N3O at a distorted geometry.

Last column: Mulliken charge in e.
Geometry (Å):
C  1.414  2.396  -2.168  -1.826
C  2.057  1.639  -1.083  1.003
N  2.171  0.456  -1.160  -0.368
C  2.556  -0.329  -0.070  0.866
C  2.917  0.180  0.931  -0.419
C  2.726  1.702  1.235  0.275
O  2.991  2.371  2.287  -0.634
N  2.232  2.386  -0.108  -0.113
H  2.104  3.399  -0.074  0.270
H  3.328  -0.212  1.928  0.287
C  2.521  -1.602  -0.149  -1.293
N  1.259  -2.458  -0.042  0.489
C  0.744  -2.562  1.232  -1.174
C  -0.234  -1.111  1.447  -0.583
H  0.283  -0.278  1.187  0.038
H  -0.826  -1.227  2.506  0.286
C  -1.261  -1.469  0.342  -0.103
C  -2.267  -0.178  0.372  -0.076
C  -3.492  -0.192  0.400  0.010
C  -4.488  0.830  0.578  -0.700
C  -4.012  2.059  0.193  -0.667
C  -2.723  2.347  0.265  -0.291
C  -1.753  1.282  0.169  -0.152
H  -0.750  1.379  0.151  0.434
H  -2.214  3.420  -0.268  0.124
H  -4.552  2.933  0.272  0.448
H  -5.508  0.442  0.596  0.368
H  -3.954  -1.134  0.572  0.282
C  -0.662  -1.485  -0.948  0.083
C  0.434  -2.662  -0.944  -0.962
H  0.949  -2.582  -2.013  0.316
H  -0.195  -3.579  -1.000  0.370
H  -0.004  -0.497  -1.273  -0.282
H  -1.340  -1.744  -1.872  0.333
H  -1.918  -2.283  0.465  0.543
H  1.535  -2.067  2.147  0.185
H  0.195  -3.297  1.380  0.916
H  3.321  -2.146  0.817  0.240
H  2.905  -1.996  -1.161  0.286
H  0.325  3.036  -1.888  0.190
H  2.163  3.063  -2.430  0.541
H  1.021  1.771  -2.820  0.461

Values from the calculation:
Energy in Ha: -899.39075
Gap between HOMO and LUMO in eV: 7.587
HOMO energy in eV: -7.36
Total charge: 0
ΔE to the lowest compared entry with this formula, charge and spin in kJ/mol: 1493.1
M in g/mol: 283.375

Entry 6:
ORCA calculation (ωB97M-V/def2-TZVPD) on a cluster of 3 separate species, C3H12O3S in total.

Last column: Mulliken charge in e.
Geometry (Å):
O  0.861  -2.249  0.257  -0.470
C  -0.534  -1.962  0.351  -0.582
C  -0.885  -0.637  -0.322  -0.245
C  -0.423  -0.581  -1.789  -0.639
S  -0.989  0.899  -2.650  -0.241
H  1.265  -1.506  0.721  0.199
H  -0.785  -1.858  1.419  0.272
H  -1.119  -2.780  -0.054  0.386
H  -0.315  0.157  0.146  0.058
H  -1.963  -0.492  -0.249  0.454
H  0.659  -0.583  -1.804  0.298
H  -0.724  -1.484  -2.306  0.372
H  0.206  1.488  -2.751  0.127
O  1.872  0.916  1.111  -0.609
H  1.769  1.475  1.902  0.329
H  2.136  0.060  1.473  0.305
O  -0.119  3.054  1.845  -0.643
H  -0.870  2.482  1.654  0.306
H  -0.043  3.603  1.045  0.325

Values from the calculation:
Energy in Ha: -745.38260
Gap between HOMO and LUMO in eV: 9.482
Structure (SMILES): OCCCS.O.O
HOMO energy in eV: -9.02
Total charge: 0
ΔE to the lowest compared entry with this formula, charge and spin in kJ/mol: 47.3
M in g/mol: 128.193